(1)
Computed, not measured: a structure of composition C7H18BaF3O21S4, with ωB97M-V/def2-TZVPD.

Last column: Löwdin charge in e.
Atoms and positions in Å:
Ba -0.247 -0.395 0.443  2.115
S -2.228 -2.029 3.343  0.254
O -3.396 -1.275 2.722  -0.469
O -2.129 -1.774 4.812  -0.478
O -2.445 -3.483 3.156  -0.452
O -0.955 -1.570 2.689  -0.576
S -1.263 0.646 -3.168  0.316
O -2.448 0.576 -4.068  -0.444
O -0.163 -0.103 -3.908  -0.437
O -0.822 2.065 -2.904  -0.422
O -1.438 -0.075 -1.876  -0.556
S 2.079 0.195 2.795  0.282
O 2.217 -0.914 1.776  -0.408
O 0.667 0.688 2.742  -0.542
O 2.362 -0.325 4.158  -0.429
O 3.067 1.279 2.450  -0.477
C 1.435 -5.282 -0.666  -0.629
F 0.413 -5.491 -1.540  0.058
F 1.986 -6.512 -0.467  0.042
F 2.356 -4.583 -1.351  0.091
S 0.803 -4.485 0.916  0.440
O -0.227 -5.441 1.227  -0.326
O 1.963 -4.508 1.747  -0.297
O 0.381 -3.202 0.397  -0.392
C 1.432 3.888 -1.051  -0.256
C 0.291 3.505 -0.138  -0.246
O -0.096 2.155 -0.320  -0.260
O 0.985 4.181 -2.367  -0.111
H 2.212 3.128 -1.068  0.124
H 1.811 4.827 -0.622  0.101
H -0.526 4.209 -0.362  0.116
H 0.619 3.598 0.902  0.127
H -0.301 2.095 -1.300  0.021
H 0.382 3.463 -2.645  0.035
C -3.589 2.369 -0.013  -0.187
C -3.614 1.720 1.350  -0.319
O -2.590 0.829 1.435  -0.199
O -4.600 3.440 -0.040  -0.129
H -3.841 1.642 -0.779  0.126
H -2.638 2.872 -0.136  0.106
H -4.584 1.196 1.460  0.121
H -3.567 2.533 2.096  0.116
H -2.805 0.171 2.181  0.045
H -5.442 2.983 -0.115  0.048
C 3.594 -0.846 -0.903  -0.313
C 2.715 -0.917 -2.143  -0.255
O 1.382 -0.573 -1.783  -0.252
O 3.257 -1.756 0.084  -0.103
H 3.599 0.189 -0.530  0.114
H 4.629 -1.092 -1.226  0.088
H 2.676 -1.930 -2.576  0.109
H 3.046 -0.214 -2.929  0.103
H 0.912 -0.376 -2.654  0.021
H 2.682 -1.291 0.769  -0.156

Calculated values
Maximum force = 4.62 eV Å⁻¹
Energy relative to the best compared isomer or geometry (same formula, charge and spin) = 0.0 kJ/mol
Gap between HOMO and LUMO = 3.87 eV
Total energy = -102728.0982 eV
2S+1 = 1
Charge = -5



(2)
Computed, not measured: a structure of composition C7H18BaF3O21S4, with ωB97M-V/def2-TZVPD.

Last column: natural (NBO) charge in e.
Atoms and positions in Å:
Ba -0.080 0.822 -0.328  1.262
S 1.905 -4.441 -4.328  2.609
O 1.857 -5.291 -3.209  -1.103
O 3.133 -4.635 -5.059  -1.040
O 0.767 -4.609 -5.199  -1.082
O 2.153 -3.043 -3.934  -0.984
S -3.391 4.571 4.711  2.570
O -2.220 4.617 5.626  -1.130
O -4.201 5.844 4.686  -1.138
O -2.891 4.211 3.376  -1.144
O -4.383 3.551 5.100  -1.154
S 4.142 4.411 -4.733  2.604
O 5.269 4.987 -3.987  -1.127
O 3.744 5.275 -5.832  -1.066
O 4.528 3.185 -5.362  -1.031
O 3.056 4.166 -3.800  -1.047
C -5.258 3.403 -7.172  0.722
F -5.407 3.463 -8.483  -0.329
F -5.072 4.634 -6.660  -0.331
F -6.247 2.738 -6.507  -0.343
S -3.649 2.309 -6.829  2.265
O -3.898 0.962 -7.424  -1.001
O -2.504 2.985 -7.474  -0.984
O -3.553 2.322 -5.389  -0.999
C 2.530 -4.113 5.302  -0.081
C 1.740 -4.442 4.019  -0.093
O 2.090 -3.649 2.883  -0.725
O 3.876 -4.420 5.199  -0.732
H 2.188 -4.671 6.174  0.167
H 2.450 -3.056 5.553  0.169
H 0.689 -4.249 4.232  0.170
H 1.855 -5.478 3.699  0.163
H 2.283 -4.233 2.146  0.485
H 4.192 -4.180 4.325  0.475
C -5.081 -2.249 0.943  -0.073
C -4.675 -3.547 0.195  -0.105
O -3.780 -3.064 -0.862  -0.702
O -4.056 -1.653 1.753  -0.735
H -5.886 -2.379 1.667  0.149
H -5.474 -1.578 0.180  0.173
H -5.619 -4.062 0.016  0.164
H -4.107 -4.094 0.948  0.169
H -3.357 -3.853 -1.207  0.477
H -4.452 -0.980 2.312  0.484
C 5.273 1.890 2.676  -0.089
C 4.193 2.773 3.391  -0.075
O 2.969 2.116 3.459  -0.726
O 4.828 1.674 1.307  -0.716
H 5.458 0.947 3.190  0.175
H 6.310 2.218 2.751  0.161
H 4.115 3.717 2.852  0.161
H 4.537 2.998 4.400  0.142
H 2.293 2.666 3.862  0.488
H 4.819 2.514 0.841  0.479

Calculated values
Maximum force = 5.11 eV Å⁻¹
Energy relative to the best compared isomer or geometry (same formula, charge and spin) = 1010.4 kJ/mol
Gap between HOMO and LUMO = 1.96 eV
Total energy = -102717.6265 eV
2S+1 = 1
Charge = -5



(3)
Computed, not measured: a structure of composition C7H18BiClI2OP2, with ωB97M-V/def2-TZVPD.

Last column: natural (NBO) charge in e.
Atoms and positions in Å:
I 2.224 -0.627 2.172  0.080
I -0.923 -0.382 2.963  0.052
Bi -0.421 0.375 -1.955  1.447
P 0.192 2.506 -0.062  0.861
C 0.687 2.773 1.671  -0.933
C 1.492 3.496 -0.892  -0.932
H 1.319 4.560 -0.675  0.277
H -0.817 4.711 -0.078  0.270
H 1.462 3.319 -1.976  0.246
H -1.773 3.545 -1.080  0.244
H 1.628 2.244 1.865  0.262
H 2.469 3.186 -0.495  0.266
C -1.219 3.685 -0.138  -0.930
H 0.820 3.848 1.863  0.276
H -1.885 3.485 0.717  0.266
H -0.085 2.369 2.336  0.265
P -0.405 -2.328 -0.869  0.860
C -0.043 -3.243 0.680  -0.923
C -2.039 -3.058 -1.252  -0.933
H 0.720 -2.762 -2.983  0.245
H 0.236 -4.283 -2.143  0.277
H 1.671 -3.350 -1.579  0.266
C 0.664 -3.278 -2.015  -0.932
H -2.509 -2.504 -2.074  0.244
H -1.896 -4.111 -1.529  0.270
H -0.176 -4.322 0.510  0.275
H -0.724 -2.897 1.467  0.263
H -2.672 -2.987 -0.357  0.266
H 0.989 -3.036 0.990  0.261
Cl -1.210 0.849 -4.230  -0.385
O 1.227 -0.999 5.145  -0.406
C 0.997 -0.784 4.005  0.334

Calculated values
Maximum force = 3.38 eV Å⁻¹
Energy relative to the best compared isomer or geometry (same formula, charge and spin) = 221.0 kJ/mol
Gap between HOMO and LUMO (alpha / beta) = 4.15 / 4.15 eV
Total energy = -62721.6631 eV
2S+1 = 1
Charge = +2



(4)
Computed, not measured: a structure of composition C7H18Br2LaNOPS, with ωB97M-V/def2-TZVPD.

Last column: Löwdin charge in e.
Atoms and positions in Å:
C -1.109 -2.775 -1.564  -0.056
C 0.049 -1.766 -1.644  -0.302
N -0.351 -0.438 -2.142  -0.222
P -0.166 0.917 -1.056  0.589
S 0.009 2.764 0.234  0.665
C -1.260 0.151 0.277  -0.238
O -1.902 1.230 1.046  -0.235
C -2.100 0.864 2.306  -0.274
C 1.676 0.829 -1.149  -0.791
Br 2.068 2.507 -2.072  0.842
C 2.535 0.685 0.175  -0.754
C 1.874 -0.001 1.372  -0.241
Br 3.369 2.299 0.891  0.768
H -1.224 -3.191 -0.569  0.070
H -2.049 -2.306 -1.819  0.073
H -0.949 -3.574 -2.266  0.089
H 0.731 -2.178 -2.376  0.117
H 0.615 -1.722 -0.718  0.076
H -1.316 -0.459 -2.454  0.086
H -0.825 1.695 -2.018  0.067
H -0.883 3.615 -0.312  -0.080
H -2.072 -0.390 -0.185  0.120
H -0.705 -0.546 0.901  0.060
H -1.076 0.534 2.744  -0.307
H -2.819 0.028 2.431  0.164
H -2.431 1.714 2.912  0.156
H 2.014 0.072 -1.832  0.069
H 3.375 0.066 -0.088  0.101
H 1.630 -1.042 1.168  0.086
H 2.618 -0.026 2.161  0.071
H 1.007 0.550 1.766  -0.036
La -0.330 -0.102 3.878  2.267

Calculated values
Maximum force = 12.52 eV Å⁻¹
Energy relative to the best compared isomer or geometry (same formula, charge and spin) = 0.0 kJ/mol
Gap between HOMO and LUMO = 3.65 eV
Total energy = -172116.4080 eV
2S+1 = 1
Charge = +3



(5)
Computed, not measured: a structure of composition C7H18CeFI2OP2, with ωB97M-V/def2-TZVPD.

Last column: Löwdin charge in e.
Atoms and positions in Å:
I -3.672 1.344 -0.907  0.584
I -2.038 -1.120 -2.145  0.765
Ce -0.100 0.869 0.335  0.817
P 1.097 0.952 -2.384  0.811
C 2.071 -0.035 -3.560  -0.213
C -0.200 1.915 -3.326  -0.244
H 0.190 2.445 -4.210  0.089
H 2.648 2.884 -2.787  0.096
H -0.671 2.661 -2.639  0.054
H 1.716 3.058 -1.203  0.062
H 1.479 -0.853 -4.012  0.070
H -0.967 1.203 -3.698  0.004
C 2.287 2.350 -1.874  -0.195
H 2.573 0.402 -4.433  0.093
H 3.159 1.854 -1.364  0.084
H 2.920 -0.503 -3.017  0.081
P -1.343 -1.093 2.193  0.845
C -1.262 -2.833 2.716  -0.216
C -0.687 -0.141 3.715  -0.192
H -3.161 0.572 2.050  0.013
H -3.691 -0.791 3.095  0.089
H -3.658 -1.038 1.344  0.041
C -3.125 -0.540 2.182  -0.267
H -0.782 0.964 3.495  0.061
H -1.292 -0.413 4.615  0.096
H -1.718 -3.205 3.642  0.092
H -0.197 -3.120 2.854  0.080
H 0.376 -0.474 3.867  0.084
H -1.687 -3.517 1.957  0.073
C 0.155 -1.259 -0.485  -0.549
O 0.617 -2.297 -0.704  0.146
F 1.727 0.963 1.350  -0.353

Calculated values
Maximum force = 5.59 eV Å⁻¹
Energy relative to the best compared isomer or geometry (same formula, charge and spin) = 0.0 kJ/mol
Gap between HOMO and LUMO (alpha / beta) = 6.18 / 6.17 eV
Total energy = -59992.6102 eV
2S+1 = 1
Charge = +3



(6)
Computed, not measured: a structure of composition C7H18ClOPdRh, with ωB97M-V/def2-TZVPD.

Last column: natural (NBO) charge in e.
Atoms and positions in Å:
Rh 0.071 -1.099 -0.912  1.262
Cl -1.325 -2.974 -0.757  -0.550
C 0.965 -0.959 -2.608  -0.951
H 1.954 -1.410 -2.503  0.237
H 1.026 0.058 -3.005  0.221
H 0.336 -1.595 -3.249  0.240
Pd 0.346 1.738 -0.804  0.901
C -0.405 2.845 0.733  -0.843
C -0.902 1.499 -2.391  -0.909
C 1.731 0.327 -0.576  -0.873
H -0.314 1.722 -3.300  0.199
H -1.354 0.493 -2.434  0.191
H -1.659 2.282 -2.197  0.210
H 0.462 3.228 1.296  0.199
H -0.984 3.654 0.255  0.202
H -1.040 2.187 1.348  0.210
H 2.521 0.388 -1.348  0.187
H 2.102 0.393 0.464  0.167
C -1.396 -0.940 2.695  -0.615
C -0.227 -0.657 1.734  0.061
C 0.746 -1.802 1.546  -0.610
O -0.869 -0.248 0.563  -0.636
H -2.127 -1.576 2.182  0.232
H -1.875 -0.002 2.975  0.216
H -1.043 -1.441 3.597  0.205
H 0.319 0.216 2.137  0.179
H 0.362 -2.650 2.114  0.248
H 0.861 -2.165 0.504  0.185
H 1.719 -1.513 1.941  0.234

Calculated values
Maximum force = 4.58 eV Å⁻¹
Energy relative to the best compared isomer or geometry (same formula, charge and spin) = 0.0 kJ/mol
Gap between HOMO and LUMO (alpha / beta) = 6.75 / 6.67 eV
Total energy = -28595.6352 eV
2S+1 = 9
Charge = 0



Question: Look up the charge of the first one.
Answer: -5



Question: Among the records above, which one has the highest 2S+1?
Answer: C7H18ClOPdRh



Question: Number 1 is which compound?
Answer: C7H18BaF3O21S4